Version w
The following is a DFT calculation (ωB97M-V/def2-TZVPD) of 2 unconnected molecules or ions with the total composition CH2Cl2O3.

Summary:
2S+1 = 1
SMILES string = O=C(Cl)OCl.O
frontier orbital gap = 10.308 eV
molecular weight = 132.93 g mol⁻¹

Each line ends with the natural charge from an NBO analysis.
Element x y z (Å)
1 O 1.5452 -0.7084 1.5374  -0.528
2 C 1.6930 -1.0246 0.4227  0.805
3 Cl 1.1975 -2.6328 -0.2841  -0.061
4 O 2.5870 -0.6344 -0.4497  -0.486
5 Cl 3.2635 0.9481 -0.2122  0.263
6 O -0.3356 0.3866 -0.5710  -0.972
7 H -0.2475 0.7999 0.3596  0.492
8 H -1.0574 0.7636 -1.0729  0.489

=====

Version x
The following is a DFT calculation (ωB97M-V/def2-TZVPD) of 2 unconnected molecules or ions with the total composition CH2Cl2O3.

Summary:
2S+1 = 1
SMILES string = O=C(O)OCl.Cl
frontier orbital gap = 10.635 eV
molecular weight = 132.93 g mol⁻¹

Each line ends with the natural charge from an NBO analysis.
Element x y z (Å)
1 O -0.2214 -1.9529 -0.3178  -0.568
2 C -0.6245 -0.8828 -0.6456  0.964
3 O -0.0973 -0.1733 -1.6191  -0.707
4 O -1.7079 -0.3601 -0.0357  -0.481
5 Cl -2.4494 0.9650 -0.8298  0.268
6 H 0.7747 -0.3715 -1.9521  0.527
7 Cl 0.8391 1.4153 1.7883  -0.273
8 H 0.8255 0.9911 0.4982  0.270

=====

Tell me which of them is the most stable. Sure, it is version x.

=====

Version w
The following is a DFT calculation (ωB97M-V/def2-TZVPD) of a single C22H27N3O3S molecule.

Summary:
2S+1 = 1
SMILES string = Cc1cccc(-c2nc3c(c(SCC(=O)N4CCOCC4)n2)COC(C)(C)C3)c1
frontier orbital gap = 8.910 eV
molecular weight = 413.54 g mol⁻¹

Each line ends with the natural charge from an NBO analysis.
Element x y z (Å)
1 C -1.5691 -4.2573 3.7353  -0.625
2 C -1.7254 -3.6146 2.3899  -0.029
3 C -2.8463 -3.8882 1.6103  -0.189
4 C -3.0002 -3.3045 0.3656  -0.211
5 C -2.0421 -2.4368 -0.1257  -0.206
6 C -0.9186 -2.1482 0.6442  -0.036
7 C 0.1175 -1.2353 0.1627  0.403
8 N 1.2397 -1.1637 0.8681  -0.480
9 C 2.2045 -0.3632 0.4383  0.289
10 C 2.0602 0.4116 -0.7075  -0.179
11 C 0.8217 0.3033 -1.3469  0.126
12 S 0.5118 1.3457 -2.7279  0.260
13 C -1.1951 0.9288 -3.2081  -0.618
14 C -2.2151 0.6431 -2.1169  0.715
15 O -2.9150 -0.3452 -2.2303  -0.643
16 N -2.3974 1.5395 -1.1272  -0.446
17 C -1.7348 2.8068 -0.9260  -0.254
18 C -1.0122 2.7883 0.4280  -0.066
19 O -1.9044 2.5016 1.4762  -0.525
20 C -2.5365 1.2539 1.2802  -0.078
21 C -3.3074 1.2246 -0.0414  -0.255
22 N -0.1269 -0.5107 -0.9332  -0.509
23 C 3.1353 1.3458 -1.1626  -0.087
24 O 4.3350 1.2345 -0.4416  -0.528
25 C 4.1919 1.0470 0.9650  0.271
26 C 5.6199 0.9963 1.5072  -0.609
27 C 3.4223 2.2000 1.6215  -0.649
28 C 3.4739 -0.2891 1.2242  -0.470
29 C -0.7691 -2.7447 1.8971  -0.193
30 H -1.5629 -5.3422 3.6381  0.218
31 H -0.6424 -3.9452 4.2094  0.215
32 H -2.4015 -3.9870 4.3840  0.217
33 H -3.5997 -4.5665 1.9858  0.205
34 H -3.8725 -3.5269 -0.2308  0.215
35 H -2.1624 -1.9803 -1.0938  0.259
36 H -1.1509 0.0361 -3.8330  0.261
37 H -1.5212 1.7753 -3.8160  0.249
38 H -1.0296 3.0224 -1.7252  0.225
39 H -2.5004 3.5933 -0.9020  0.196
40 H -0.5824 3.7673 0.6474  0.195
41 H -0.2084 2.0363 0.4021  0.161
42 H -3.2138 1.1202 2.1244  0.199
43 H -1.7896 0.4466 1.2835  0.174
44 H -3.7272 0.2350 -0.2209  0.254
45 H -4.1089 1.9718 -0.0186  0.193
46 H 3.3949 1.1385 -2.2069  0.212
47 H 2.7445 2.3788 -1.1245  0.180
48 H 6.1007 1.9603 1.3676  0.217
49 H 6.1905 0.2482 0.9642  0.219
50 H 5.6145 0.7471 2.5643  0.210
51 H 2.3649 2.1697 1.3672  0.211
52 H 3.8352 3.1513 1.2934  0.220
53 H 3.5150 2.1328 2.7019  0.221
54 H 3.2546 -0.4249 2.2832  0.234
55 H 4.1208 -1.1111 0.9053  0.235
56 H 0.1120 -2.5112 2.4750  0.229

=====

Version x
The following is a DFT calculation (ωB97M-V/def2-TZVPD) of a single C22H27N3O3S molecule.

Summary:
2S+1 = 1
SMILES string = CCOc1ccc(NC(=O)c2c(NC(=O)CN3CCCC3)sc3c2CCC3)cc1
frontier orbital gap = 8.315 eV
molecular weight = 413.54 g mol⁻¹

Each line ends with the natural charge from an NBO analysis.
Element x y z (Å)
1 C 8.8331 1.9973 0.0661  -0.617
2 C 7.7054 0.9795 -0.0044  -0.062
3 O 6.4856 1.6817 0.1202  -0.498
4 C 5.3174 0.9858 0.0930  0.289
5 C 4.1516 1.7417 0.2290  -0.237
6 C 2.9101 1.1463 0.2170  -0.235
7 C 2.7998 -0.2350 0.0676  0.195
8 N 1.5772 -0.9120 0.0422  -0.604
9 C 0.3176 -0.4277 0.1996  0.665
10 O 0.0687 0.7585 0.4183  -0.672
11 C -0.7392 -1.4384 0.1049  -0.216
12 C -2.0569 -1.0896 0.3632  0.057
13 N -2.4756 0.1690 0.6966  -0.635
14 C -3.7847 0.4541 0.9100  0.683
15 O -4.6325 -0.4151 0.8522  -0.595
16 C -4.0716 1.9124 1.2190  -0.295
17 N -4.2364 2.6638 -0.0048  -0.421
18 C -3.0273 2.8309 -0.8004  -0.230
19 C -3.2512 4.1052 -1.6323  -0.412
20 C -4.6327 4.6080 -1.1983  -0.403
21 C -4.7983 3.9879 0.1823  -0.215
22 S -3.1848 -2.3905 0.2398  0.528
23 C -1.8772 -3.4392 -0.1889  -0.225
24 C -0.6667 -2.8233 -0.2265  -0.057
25 C 0.4088 -3.8017 -0.6018  -0.439
26 C -0.3940 -5.0330 -1.0847  -0.376
27 C -1.8156 -4.8936 -0.5024  -0.425
28 C 3.9604 -0.9891 -0.0699  -0.234
29 C 5.2081 -0.3925 -0.0580  -0.296
30 H 8.7301 2.7202 -0.7383  0.214
31 H 8.7947 2.5270 1.0139  0.214
32 H 9.7920 1.4948 -0.0246  0.212
33 H 7.7375 0.4445 -0.9643  0.169
34 H 7.8047 0.2470 0.8093  0.170
35 H 4.2468 2.8095 0.3443  0.224
36 H 2.0203 1.7425 0.3241  0.254
37 H 1.6554 -1.9089 -0.0911  0.403
38 H -1.7075 0.8516 0.7129  0.462
39 H -3.2608 2.3167 1.8568  0.171
40 H -5.0149 1.9559 1.7682  0.228
41 H -2.8865 1.9496 -1.4308  0.204
42 H -2.1336 2.9443 -0.1652  0.167
43 H -2.4845 4.8451 -1.4030  0.206
44 H -3.2148 3.9030 -2.7008  0.214
45 H -4.6994 5.6940 -1.1818  0.211
46 H -5.4020 4.2161 -1.8624  0.208
47 H -5.8409 3.9099 0.4943  0.204
48 H -4.2444 4.5712 0.9396  0.156
49 H 1.0658 -3.4388 -1.3955  0.212
50 H 1.0187 -4.0590 0.2708  0.207
51 H 0.0799 -5.9658 -0.7848  0.211
52 H -0.4497 -5.0175 -2.1732  0.207
53 H -2.5838 -5.2072 -1.2087  0.218
54 H -1.9365 -5.4870 0.4082  0.209
55 H 3.8915 -2.0620 -0.1882  0.203
56 H 6.0828 -1.0141 -0.1673  0.220

=====

Tell me which of them is the most stable. Sure, it is version w.